{"formula": "H12O6", "method": "ωB97M-V/def2-TZVPD", "lumo_ev": 0.43, "gap_ev": 11.325, "e_tot_ev": -12479.6454, "de_lowest_ev": 1.4683, "total_charge": 0, "smiles": "O.O.O.O.O.O", "elements": ["O", "H", "H", "O", "H", "H", "O", "H", "H", "O", "H", "H", "O", "H", "H", "O", "H", "H"], "coordinates": [[0.43, 0.09, -2.78], [-0.36, 0.03, -2.21], [0.39, -0.71, -3.31], [-2.51, -0.54, 1.14], [-1.69, -0.66, 1.65], [-3.05, -0.17, 1.85], [-2.03, -0.51, -1.61], [-2.64, -1.12, -1.17], [-1.93, 0.15, -0.91], [-0.77, 2.01, -0.35], [-0.05, 1.39, -0.46], [-1.08, 2.47, -1.13], [3.66, 0.15, 1.35], [3.53, 0.10, 0.41], [3.58, 1.02, 1.76], [1.25, -1.16, 2.15], [0.84, -1.96, 2.50], [2.19, -1.39, 2.21]]}